{
  "formula": "C41H55N8SSi4TeTi",
  "method": "ωB97M-V with the def2-TZVPD basis set",
  "species": ["Ti", "C", "C", "C", "C", "C", "C", "N", "C", "C", "C", "C", "C", "C", "N", "N", "C", "C", "C", "C", "C", "N", "H", "H", "H", "H", "H", "H", "H", "H", "H", "H", "H", "H", "H", "C", "C", "C", "C", "C", "C", "N", "N", "C", "C", "C", "C", "C", "C", "H", "H", "H", "H", "H", "H", "H", "H", "H", "S", "C", "N", "C", "C", "N", "H", "H", "H", "H", "H", "H", "C", "Si", "C", "C", "Si", "Te", "Si", "C", "C", "C", "Si", "C", "C", "C", "H", "H", "H", "H", "H", "H", "H", "H", "H", "H", "H", "H", "H", "H", "H", "H", "H", "H", "H", "H", "H", "H", "H", "H", "H", "H", "H"],
  "positions_angstrom": [[-0.683, -1.271, -0.970], [1.114, 3.996, -2.599], [-0.247, 3.775, -2.426], [-0.737, 2.486, -2.343], [0.120, 1.379, -2.441], [1.485, 1.612, -2.599], [1.972, 2.911, -2.672], [-0.440, 0.077, -2.404], [-1.436, -0.098, -3.357], [-1.354, 0.383, -4.667], [-2.368, 0.126, -5.574], [-3.489, -0.607, -5.192], [-3.602, -1.084, -3.900], [-2.589, -0.832, -2.972], [-2.516, -1.254, -1.671], [-3.478, -2.018, -1.178], [-3.100, -2.588, -0.023], [-3.995, -3.454, 0.649], [-3.591, -4.079, 1.794], [-2.306, -3.820, 2.300], [-1.497, -2.944, 1.618], [-1.851, -2.340, 0.480], [1.501, 5.005, -2.675], [-0.931, 4.612, -2.356], [-1.796, 2.308, -2.207], [2.152, 0.767, -2.695], [3.035, 3.070, -2.812], [-0.472, 0.935, -4.970], [-2.282, 0.488, -6.592], [-4.266, -0.820, -5.915], [-4.461, -1.661, -3.584], [-4.970, -3.598, 0.207], [-4.254, -4.763, 2.309], [-1.961, -4.295, 3.206], [-0.517, -2.685, 2.001], [4.523, -0.283, 1.223], [3.573, 0.465, 0.542], [2.367, -0.100, 0.172], [2.100, -1.451, 0.417], [3.052, -2.192, 1.133], [4.240, -1.606, 1.532], [0.966, -2.042, -0.159], [1.028, -3.379, -0.169], [0.190, -3.946, -1.079], [0.185, -5.346, -1.217], [-0.555, -5.931, -2.222], [-1.285, -5.138, -3.106], [-1.310, -3.754, -2.943], [-0.603, -3.125, -1.929], [5.470, 0.163, 1.504], [3.778, 1.494, 0.277], [1.645, 0.484, -0.378], [2.843, -3.233, 1.330], [4.965, -2.196, 2.082], [0.760, -5.943, -0.519], [-0.574, -7.011, -2.323], [-1.864, -5.600, -3.898], [-1.922, -3.170, -3.623], [2.198, -1.872, -3.153], [2.417, -2.485, -4.660], [3.125, -3.615, -4.966], [3.002, -3.977, -6.372], [2.359, -2.722, -6.995], [1.982, -1.953, -5.826], [3.210, -4.318, -4.253], [2.372, -4.860, -6.509], [3.984, -4.183, -6.800], [1.490, -2.972, -7.605], [3.071, -2.173, -7.619], [1.462, -1.096, -5.850], [-3.247, 0.879, 4.451], [-1.382, 1.102, 4.725], [-1.221, 1.973, 6.417], [-0.666, -0.638, 4.999], [-0.396, 2.037, 2.793], [-1.277, 0.757, 0.837], [-1.249, 4.197, 2.397], [-1.299, 5.345, 3.917], [-0.220, 5.098, 1.079], [-3.028, 4.150, 1.744], [1.862, 2.370, 3.391], [1.873, 3.479, 4.946], [2.824, 0.832, 3.954], [2.936, 3.375, 2.180], [-3.728, 0.371, 5.290], [-3.413, 0.286, 3.549], [-3.742, 1.842, 4.308], [-1.924, 1.548, 7.136], [-1.426, 3.044, 6.343], [-0.218, 1.856, 6.830], [-1.201, -1.185, 5.779], [0.388, -0.594, 5.280], [-0.738, -1.218, 4.076], [-0.295, 5.540, 4.300], [-1.878, 4.898, 4.729], [-1.754, 6.307, 3.672], [0.770, 5.367, 1.455], [-0.709, 6.014, 0.740], [-0.079, 4.452, 0.211], [-3.728, 3.848, 2.528], [-3.101, 3.414, 0.941], [-3.350, 5.118, 1.354], [1.205, 3.110, 5.726], [1.558, 4.497, 4.709], [2.879, 3.539, 5.369], [2.476, 0.512, 4.940], [3.890, 1.056, 4.032], [2.715, -0.011, 3.271], [2.852, 4.441, 2.403], [2.620, 3.239, 1.144], [3.988, 3.094, 2.248]],
  "atomic_forces_ev_per_a": [[1.565, 1.202, 0.166], [0.076, 0.027, 0.027], [-0.041, -0.001, -0.085], [0.059, -0.149, -0.043], [0.224, 0.362, -0.058], [-0.191, -0.216, 0.012], [0.069, 0.067, -0.029], [-0.339, 0.361, 0.055], [-0.439, -0.218, -0.262], [0.045, -0.092, -0.045], [0.026, -0.009, 0.020], [-0.060, -0.024, -0.106], [-0.025, -0.109, 0.351], [0.187, 0.684, -0.943], [-1.488, -0.882, 0.387], [-0.182, 0.363, -0.771], [0.284, -0.178, 0.804], [0.037, 0.209, -0.250], [0.181, 0.027, 0.084], [-0.279, -0.061, -0.033], [0.276, 0.156, 0.212], [-1.123, -0.681, -0.393], [-0.008, 0.004, 0.036], [0.003, 0.002, 0.023], [-0.006, 0.010, 0.023], [0.011, -0.016, 0.000], [0.000, 0.000, 0.022], [-0.025, 0.064, 0.051], [-0.003, 0.017, 0.006], [-0.029, 0.025, 0.026], [-0.001, -0.011, 0.007], [-0.009, -0.039, 0.030], [-0.009, 0.008, 0.005], [0.068, 0.062, 0.010], [0.038, -0.049, -0.114], [0.013, 0.028, -0.067], [0.091, 0.012, 0.035], [-0.133, -0.290, -0.131], [0.636, 0.225, 0.322], [-0.323, 0.009, -0.093], [0.102, 0.026, 0.050], [0.336, -0.743, -0.055], [0.393, -0.149, 0.439], [-0.258, -0.031, -0.643], [0.072, 0.036, 0.175], [-0.001, -0.069, 0.008], [-0.004, 0.104, -0.055], [-0.118, -0.111, -0.034], [0.285, -0.542, 0.410], [0.002, -0.018, 0.029], [-0.027, -0.015, 0.014], [-0.034, 0.100, 0.017], [0.075, -0.008, 0.006], [-0.008, -0.020, -0.011], [0.045, 0.008, -0.030], [0.026, 0.003, -0.003], [0.020, 0.000, -0.013], [-0.014, -0.003, 0.022], [0.178, -0.099, 0.026], [0.210, 0.141, 0.083], [-0.072, -0.032, -0.290], [0.013, -0.109, 0.084], [-0.041, 0.092, -0.035], [0.012, -0.206, -0.147], [0.021, 0.067, 0.104], [-0.018, 0.032, 0.011], [-0.053, -0.022, -0.057], [0.030, 0.003, -0.017], [0.000, -0.028, 0.016], [-0.028, 0.022, 0.123], [0.230, 0.118, -0.228], [-0.437, -0.586, 0.468], [0.194, 0.200, -0.349], [0.035, 0.163, -0.226], [0.027, 0.054, 0.130], [-0.065, 0.898, 0.734], [-0.300, 0.713, -0.197], [0.146, -0.312, 0.004], [0.054, -0.275, 0.147], [0.166, -0.328, 0.071], [0.770, 0.199, 0.389], [-0.317, -0.035, -0.106], [-0.391, -0.036, -0.181], [-0.364, -0.137, -0.239], [0.092, -0.007, 0.079], [-0.021, 0.025, -0.023], [-0.022, 0.007, -0.003], [-0.062, -0.099, -0.088], [0.006, 0.008, 0.036], [0.010, 0.007, 0.001], [-0.071, 0.078, 0.039], [0.010, 0.003, -0.007], [0.005, 0.007, -0.013], [-0.014, 0.020, 0.028], [-0.014, 0.008, 0.008], [-0.034, -0.017, -0.109], [0.006, -0.022, 0.012], [-0.092, -0.001, 0.074], [0.024, -0.024, -0.031], [-0.011, -0.012, 0.011], [-0.037, 0.005, -0.018], [0.102, 0.085, 0.052], [0.021, -0.006, 0.024], [0.008, 0.002, -0.019], [0.067, -0.082, -0.083], [-0.033, 0.029, 0.012], [-0.003, 0.089, -0.017], [-0.009, -0.010, -0.004], [-0.023, -0.002, 0.054], [0.029, 0.005, -0.023], [-0.002, -0.053, 0.076]],
  "multiplicity": 3,
  "gap_ev": [5.87, 5.44],
  "e_homo_ev": [-3.64, -4.25],
  "charge": -1,
  "de_lowest_kcal_mol": 39.15,
  "s2": 2.046
}

---

{
  "formula": "C41H56BN8RhS4Si",
  "method": "ωB97M-V with the def2-TZVPD basis set",
  "species": ["Rh", "C", "C", "C", "C", "N", "C", "C", "N", "B", "N", "C", "C", "N", "C", "S", "C", "C", "C", "C", "N", "C", "C", "N", "C", "S", "C", "C", "C", "C", "C", "S", "H", "H", "H", "H", "H", "H", "H", "H", "H", "H", "H", "H", "H", "H", "H", "H", "H", "H", "H", "H", "H", "H", "H", "H", "H", "H", "H", "H", "H", "H", "H", "H", "H", "H", "C", "Si", "C", "C", "C", "C", "C", "C", "N", "C", "S", "H", "H", "H", "H", "H", "H", "H", "H", "H", "H", "H", "H", "C", "C", "C", "C", "C", "C", "N", "C", "C", "C", "C", "C", "C", "H", "H", "H", "H", "H", "H", "H", "H", "H", "H"],
  "positions_angstrom": [[0.404, -0.193, 0.260], [1.507, 4.067, -0.764], [0.110, 4.691, -0.798], [-0.118, 5.241, -2.212], [0.027, 5.820, 0.230], [-1.016, 3.733, -0.482], [-2.297, 3.959, -0.967], [-3.116, 3.088, -0.356], [-2.364, 2.334, 0.516], [-3.115, 1.375, 1.500], [-2.361, 1.181, 2.834], [-2.480, 2.129, 3.831], [-1.542, 1.868, 4.753], [-0.822, 0.760, 4.321], [-1.333, 0.351, 3.132], [-0.955, -1.077, 2.240], [0.422, 0.352, 5.078], [1.324, -0.604, 4.303], [1.232, 1.626, 5.364], [-0.031, -0.308, 6.380], [-3.488, 0.023, 0.847], [-4.555, -0.702, 1.339], [-4.731, -1.768, 0.543], [-3.758, -1.708, -0.449], [-3.002, -0.593, -0.241], [-1.650, -0.066, -1.167], [-3.647, -2.685, -1.585], [-3.855, -1.952, -2.912], [-2.287, -3.384, -1.534], [-4.745, -3.734, -1.443], [-1.079, 2.714, 0.418], [0.231, 2.038, 1.322], [2.186, 4.746, -1.285], [1.534, 3.106, -1.273], [1.872, 3.928, 0.249], [0.768, 5.796, -2.516], [-0.964, 5.927, -2.263], [-0.270, 4.426, -2.925], [0.814, 6.552, 0.036], [0.168, 5.419, 1.237], [-0.941, 6.325, 0.183], [-2.527, 4.712, -1.696], [-4.181, 2.947, -0.451], [-4.156, 1.932, 1.767], [-3.235, 2.898, 3.795], [-1.336, 2.363, 5.685], [1.616, -0.189, 3.336], [0.856, -1.568, 4.127], [2.228, -0.758, 4.897], [1.368, 2.200, 4.445], [2.215, 1.341, 5.740], [0.761, 2.265, 6.113], [-0.602, -1.214, 6.163], [-0.655, 0.365, 6.975], [0.844, -0.583, 6.974], [-5.084, -0.402, 2.230], [-5.457, -2.556, 0.612], [-3.064, -1.227, -3.093], [-4.816, -1.428, -2.905], [-3.860, -2.676, -3.730], [-1.475, -2.668, -1.638], [-2.222, -4.108, -2.349], [-2.167, -3.912, -0.582], [-5.740, -3.286, -1.509], [-4.661, -4.284, -0.502], [-4.642, -4.447, -2.260], [-0.416, -0.627, -6.187], [1.059, 0.065, -5.262], [2.616, -0.100, -6.279], [0.727, 1.861, -4.885], [1.241, -1.110, -3.790], [1.327, -2.469, -4.080], [1.311, -3.432, -3.075], [1.143, -3.008, -1.772], [1.075, -1.711, -1.454], [1.183, -0.786, -2.420], [1.270, 0.808, -1.751], [-0.709, 0.001, -7.035], [-1.272, -0.705, -5.508], [-0.206, -1.631, -6.573], [2.528, 0.408, -7.247], [2.851, -1.153, -6.470], [3.464, 0.339, -5.742], [0.340, 2.348, -5.787], [1.640, 2.378, -4.575], [-0.009, 1.966, -4.084], [1.404, -2.792, -5.116], [1.399, -4.487, -3.299], [1.076, -3.712, -0.953], [1.502, -4.948, 2.929], [0.617, -4.484, 1.968], [0.790, -3.236, 1.384], [1.871, -2.403, 1.729], [2.745, -2.884, 2.722], [2.560, -4.128, 3.307], [2.031, -1.133, 1.184], [3.306, -0.585, 0.969], [4.431, -1.384, 0.704], [5.678, -0.820, 0.467], [5.857, 0.555, 0.484], [4.752, 1.360, 0.726], [3.504, 0.803, 0.961], [1.372, -5.926, 3.378], [-0.221, -5.104, 1.666], [0.081, -2.882, 0.647], [3.565, -2.255, 3.046], [3.248, -4.459, 4.077], [4.312, -2.460, 0.664], [6.523, -1.469, 0.261], [6.835, 0.990, 0.309], [4.860, 2.440, 0.733], [2.655, 1.445, 1.142]],
  "atomic_forces_ev_per_a": [[-0.609, -0.562, -0.371], [-0.072, -0.118, 0.053], [0.005, 0.051, 0.015], [-0.100, -0.096, 0.013], [-0.024, -0.018, 0.030], [0.130, 0.051, -0.237], [0.207, 0.028, -0.015], [-0.030, -0.109, 0.198], [-0.295, 0.113, 0.181], [0.124, -0.194, 0.073], [0.067, 0.225, -0.102], [-0.096, -0.112, -0.186], [0.172, -0.128, 0.107], [0.324, 0.191, 0.052], [-0.396, 0.040, 0.224], [0.396, 0.222, -0.396], [-0.015, -0.102, 0.053], [-0.155, 0.112, 0.005], [-0.116, 0.026, -0.074], [-0.083, 0.000, -0.035], [-0.323, 0.221, -0.036], [0.202, 0.184, 0.064], [0.106, -0.173, -0.186], [-0.160, -0.082, -0.147], [-0.034, -0.256, 0.242], [0.284, 0.232, -0.007], [0.080, 0.038, 0.037], [-0.027, 0.094, 0.070], [-0.001, 0.047, 0.148], [-0.084, 0.014, 0.143], [-0.170, 0.269, -0.016], [0.230, -0.842, -0.429], [-0.047, -0.007, 0.053], [0.029, 0.175, 0.003], [-0.019, -0.038, -0.010], [-0.036, 0.004, 0.027], [0.008, -0.030, -0.016], [0.037, 0.051, 0.027], [-0.051, -0.037, 0.016], [0.009, 0.039, -0.046], [0.046, -0.013, 0.006], [0.071, -0.028, 0.025], [0.119, 0.000, 0.006], [0.068, -0.017, 0.007], [0.073, -0.087, -0.010], [0.019, -0.051, -0.075], [-0.025, -0.050, 0.056], [0.033, 0.063, 0.050], [-0.084, 0.027, 0.024], [0.026, -0.032, 0.043], [-0.061, 0.000, 0.002], [0.017, -0.008, -0.035], [0.046, 0.043, 0.024], [0.045, -0.046, -0.018], [-0.054, 0.026, -0.035], [0.044, 0.011, -0.113], [0.066, 0.046, -0.049], [0.013, -0.006, 0.001], [0.060, -0.053, -0.026], [0.005, 0.027, 0.060], [-0.035, -0.006, -0.019], [-0.009, 0.023, 0.032], [-0.021, 0.027, -0.086], [0.052, -0.057, -0.007], [0.003, 0.003, -0.088], [0.006, 0.019, 0.012], [-0.096, -0.051, -0.160], [-0.007, -0.202, 0.022], [0.128, 0.033, -0.144], [0.034, 0.110, 0.140], [-0.002, -0.024, 0.156], [0.000, 0.083, -0.034], [0.024, 0.047, 0.031], [0.051, 0.103, 0.004], [-0.598, 0.013, 0.374], [0.210, -0.032, -0.262], [-0.039, -0.339, 0.609], [0.054, -0.058, 0.094], [0.044, 0.016, -0.068], [-0.055, 0.085, 0.040], [0.011, -0.052, 0.112], [-0.005, 0.105, 0.000], [-0.067, -0.060, -0.062], [0.066, -0.050, 0.058], [-0.107, -0.019, 0.014], [0.007, 0.018, -0.065], [-0.029, 0.016, 0.096], [0.002, 0.032, 0.014], [0.001, 0.026, -0.070], [0.026, -0.015, 0.033], [-0.019, 0.104, -0.059], [0.232, -0.070, 0.058], [0.072, 0.176, -0.169], [0.030, -0.185, 0.012], [0.056, 0.102, -0.080], [0.270, 1.151, -0.170], [-0.047, -0.336, 0.126], [0.041, 0.019, -0.110], [-0.078, -0.142, 0.050], [0.032, 0.069, -0.005], [-0.112, -0.036, 0.012], [0.046, -0.075, 0.117], [-0.008, 0.052, -0.005], [0.012, 0.075, 0.006], [-0.043, -0.093, 0.027], [-0.020, -0.040, -0.015], [0.003, 0.024, -0.035], [0.044, 0.021, 0.007], [-0.063, 0.002, 0.008], [-0.073, -0.031, -0.009], [-0.019, -0.040, 0.010], [0.002, 0.081, -0.021]],
  "multiplicity": 1,
  "gap_ev": 5.86,
  "e_homo_ev": -6.08,
  "charge": 0,
  "de_lowest_kcal_mol": 0.00
}